An isolated molecule of C4H11N3. Source: the Open Molecules 2025 dataset; level of theory: ωB97M-V with the def2-TZVPD basis set.

Structure (ORCA input):
```
! RIJCOSX wB97M-V def2-TZVPD def2/J DEFGRID3
* xyz 0 1
N -0.19 -1.09 1.86
C -0.90 -1.78 0.86
N -0.77 -1.59 -0.40
C -1.17 -0.24 -0.96
C 0.05 0.47 -1.45
C 1.16 0.67 -0.47
N 0.95 1.66 0.66
H -0.27 -0.08 1.70
H -0.78 -1.12 2.70
H -1.56 -2.55 1.27
H -1.76 -0.56 -1.83
H -1.82 0.28 -0.27
H -0.19 1.41 -1.97
H 0.54 -0.15 -2.22
H 2.12 0.99 -0.95
H 1.61 -0.25 -0.11
H 1.29 2.54 0.28
H 1.69 1.38 1.31
*
```

Calculated values
LUMO level, hartree: 0.0334
E_HOMO, eV: -8.00
SMILES string: N/C=N\CCCN
ΔE to the lowest compared entry with this formula, charge and spin, kcal per mole: 70.7
Frontier orbital gap, eV: 8.908
Maximum force, eV/Å: 3.1



A structure of composition C4H11N3. Source: the Open Molecules 2025 dataset; level of theory: ωB97M-V with the def2-TZVPD basis set.

Structure (ORCA input):
```
! RIJCOSX wB97M-V def2-TZVPD def2/J DEFGRID3
* xyz 0 1
C 0.97 0.51 -1.12
C -0.46 1.25 1.43
C -1.37 0.09 -1.02
N 1.52 -0.01 -0.04
C -0.34 -0.07 0.75
N 1.98 -1.32 -0.19
N -0.56 -1.19 1.25
H 2.30 -1.64 0.72
H 1.25 -1.95 -0.51
H -0.55 -2.07 0.74
H 0.99 0.00 -2.08
H 0.78 1.57 -1.11
H -1.48 1.37 1.79
H 0.23 1.25 2.28
H -0.21 2.08 0.78
H -1.38 -0.92 -1.43
H -1.39 0.84 -1.81
H -2.28 0.22 -0.43
*
```

Calculated values
LUMO level, hartree: 0.0149
E_HOMO, eV: -7.66
ΔE to the lowest compared entry with this formula, charge and spin, kcal per mole: 148.4
Frontier orbital gap, eV: 8.065
Maximum force, eV/Å: 4.2



An isolated molecule of C4H11N3. Source: the Open Molecules 2025 dataset; level of theory: ωB97M-V with the def2-TZVPD basis set.

Structure (ORCA input):
```
! RIJCOSX wB97M-V def2-TZVPD def2/J DEFGRID3
* xyz 0 1
C 0.80 1.24 -1.66
N 0.40 0.37 -0.55
C 1.58 -0.35 -0.14
N -0.52 -0.54 -1.01
C -1.23 -1.08 -0.08
C -1.20 -0.80 1.41
N -1.28 0.61 1.86
H 1.47 2.05 -1.32
H -0.16 1.64 -2.20
H 1.33 0.65 -2.46
H 2.11 -0.80 -1.07
H 2.30 0.39 0.37
H 1.29 -1.13 0.60
H -1.98 -1.84 -0.39
H -0.26 -1.24 1.84
H -2.02 -1.32 1.90
H -0.49 1.13 1.46
H -2.12 1.04 1.42
*
```

Calculated values
LUMO level, hartree: 0.0338
E_HOMO, eV: -8.37
SMILES string: CN(C)/N=C\CN
ΔE to the lowest compared entry with this formula, charge and spin, kcal per mole: 71.1
Frontier orbital gap, eV: 9.291
Maximum force, eV/Å: 2.6



An isolated molecule of C4H11N3. Source: the Open Molecules 2025 dataset; level of theory: ωB97M-V with the def2-TZVPD basis set.

Structure (ORCA input):
```
! RIJCOSX wB97M-V def2-TZVPD def2/J DEFGRID3
* xyz 0 1
N -2.03 0.41 1.80
C -1.11 -0.49 1.15
C -0.59 -0.31 -0.08
N -1.35 0.16 -1.15
C 0.73 -0.94 -0.44
C 1.88 0.08 -0.34
N 1.72 1.19 -1.28
H -1.63 0.64 2.70
H -2.93 -0.02 2.00
H -0.62 -1.22 1.79
H -1.41 -0.35 -2.01
H -2.27 0.50 -0.91
H 0.94 -1.72 0.28
H 0.71 -1.28 -1.48
H 2.06 0.37 0.68
H 2.73 -0.55 -0.62
H 0.82 1.62 -1.09
H 2.35 1.93 -1.00
*
```

Calculated values
LUMO level, hartree: 0.0332
E_HOMO, eV: -7.70
SMILES string: N/C=C(\N)CCN
ΔE to the lowest compared entry with this formula, charge and spin, kcal per mole: 47.4
Frontier orbital gap, eV: 8.601
Maximum force, eV/Å: 2.6